Density functional theory data (wB97M-V/def2-TZVPD) for C21H51BN2O12P2SSi2 as an isolated structure.

Each line ends with the Löwdin charge.
Element x y z (Å)
C: 1.327 4.390 -4.995  -0.107
C: 0.437 3.973 -6.169  -0.243
C: -0.578 2.876 -5.766  -0.211
C: -2.048 3.271 -5.968  -0.220
C: -2.966 2.553 -4.971  -0.188
C: -3.209 3.291 -3.628  -0.183
C: -2.460 4.600 -3.439  -0.222
C: -2.351 4.988 -1.961  -0.192
C: -1.395 4.019 -1.234  -0.189
C: -0.543 4.680 -0.127  -0.182
C: -0.749 4.066 1.258  -0.239
C: 0.154 2.852 1.545  -0.209
Si: -0.659 1.175 1.416  0.335
O: -0.997 0.856 -0.190  0.027
B: 0.066 0.482 -0.987  -0.881
O: 0.707 1.449 -1.781  0.145
O: 0.523 -0.800 -1.034  0.196
O: 0.454 0.059 1.925  -0.257
Si: -0.034 -1.263 2.833  0.451
C: 1.513 -2.334 3.046  -0.237
C: 1.643 -3.481 2.016  -0.241
C: 3.097 -3.688 1.607  -0.228
C: 3.936 -4.203 2.770  -0.217
S: 5.563 -4.769 2.287  0.588
O: 6.541 -3.750 2.540  -0.291
O: 5.807 -6.047 2.876  -0.282
O: 5.442 -4.925 0.713  -0.162
C: -0.554 -0.681 4.582  -0.244
O: -1.911 -1.135 4.795  -0.159
C: -2.631 -0.492 5.767  -0.509
C: -1.906 -0.015 7.002  0.014
O: -3.854 -0.376 5.629  0.074
P: -1.787 -2.422 2.009  0.790
C: -1.605 -2.618 0.199  -0.303
O: -1.509 -3.980 2.550  -0.350
P: -2.496 1.311 2.719  0.650
O: -2.089 1.999 3.981  -0.478
H: 0.813 5.080 -4.335  0.062
H: 2.241 4.841 -5.371  0.066
H: 1.630 3.529 -4.406  0.064
H: 1.064 3.598 -6.972  0.097
H: -0.093 4.844 -6.541  0.098
H: -0.377 1.979 -6.342  0.108
H: -0.415 2.614 -4.720  0.080
H: -2.179 4.346 -5.986  0.097
H: -2.330 2.918 -6.958  0.106
H: -2.505 1.593 -4.755  0.098
H: -3.914 2.342 -5.455  0.099
H: -4.275 3.470 -3.522  0.109
H: -2.952 2.608 -2.822  0.096
H: -3.021 5.389 -3.939  0.114
H: -1.450 4.585 -3.836  0.086
H: -2.033 6.020 -1.859  0.102
H: -3.344 4.896 -1.521  0.112
H: -1.983 3.220 -0.801  0.094
H: -0.714 3.633 -1.985  0.090
H: -0.794 5.736 -0.104  0.099
H: 0.513 4.584 -0.358  0.108
H: -0.472 4.834 1.975  0.107
H: -1.798 3.845 1.435  0.080
H: 1.016 2.791 0.882  0.089
H: 0.549 2.883 2.558  0.082
H: 0.213 1.540 -2.600  0.084
H: 1.072 -0.891 -1.814  0.120
H: 1.614 -2.669 4.075  0.074
H: 2.348 -1.651 2.878  0.081
H: 1.061 -3.295 1.124  0.084
H: 1.337 -4.402 2.501  0.108
H: 3.127 -4.445 0.836  0.074
H: 3.547 -2.766 1.249  0.126
H: 4.136 -3.451 3.525  0.105
H: 3.494 -5.068 3.252  0.108
H: 6.227 -4.531 0.315  0.105
H: -0.469 0.398 4.679  0.072
H: 0.091 -1.155 5.320  0.088
H: -1.279 0.837 6.766  0.087
H: -2.666 0.282 7.707  0.087
H: -1.323 -0.830 7.419  0.090
H: -2.014 -1.760 -0.317  0.030
H: -2.224 -3.468 -0.076  0.039
H: -0.595 -2.839 -0.121  0.014
H: -1.094 -3.962 3.414  0.030
H: -3.404 2.116 1.988  -0.007
H: -3.168 0.087 2.905  -0.023
C: 2.234 -7.024 -0.531  -0.673
O: 2.226 -5.849 -0.858  0.020
N: 3.363 -7.637 -0.061  0.163
N: 1.119 -7.813 -0.602  0.151
H: 3.397 -8.598 0.219  0.095
H: 4.195 -7.079 0.004  0.084
H: 0.277 -7.387 -0.939  0.101
H: 1.105 -8.779 -0.336  0.091

Properties
LUMO energy: 0.2 eV


Density functional theory data (wB97M-V/def2-TZVPD) for a 10-piece molecular cluster, C21H51N12O23 overall.

Each line ends with the Löwdin charge.
Element x y z (Å)
C: -1.917 0.915 1.288  0.045
C: -0.457 0.865 1.596  -0.480
O: 0.034 0.261 2.522  0.084
O: 0.383 1.495 0.716  -0.026
C: 0.692 0.601 -0.396  -0.151
C: 2.009 0.977 -1.061  -0.149
C: 3.193 1.208 -0.101  -0.174
C: 3.881 -0.068 0.433  -0.154
C: 3.411 -0.443 1.844  -0.139
N: 2.247 -1.315 1.908  0.105
C: 2.196 -2.570 1.560  -0.317
N: 1.028 -3.265 1.702  0.177
C: 0.736 -4.076 0.521  -0.347
O: 0.617 -3.168 -0.549  0.017
C: 1.845 -5.106 0.395  -0.049
C: 3.271 -4.535 0.515  -0.225
C: 3.970 -4.537 -0.844  -0.151
O: 3.083 -3.955 -1.795  -0.171
O: 3.827 -3.370 -2.852  -0.015
N: 3.320 -3.165 1.070  0.164
H: -2.444 1.268 2.173  0.111
H: -2.232 -0.112 1.095  0.093
H: -2.111 1.536 0.420  0.069
H: 0.770 -0.413 0.005  0.103
H: -0.118 0.602 -1.131  0.134
H: 1.883 1.878 -1.662  0.118
H: 2.233 0.149 -1.737  0.116
H: 3.927 1.779 -0.673  0.113
H: 2.895 1.835 0.736  0.107
H: 4.955 0.108 0.514  0.116
H: 3.773 -0.898 -0.268  0.096
H: 4.199 -0.857 2.474  0.113
H: 3.087 0.473 2.336  0.132
H: 1.403 -0.886 2.275  0.075
H: 0.259 -2.638 1.922  0.154
H: -0.200 -4.603 0.713  0.163
H: 0.559 -3.658 -1.380  0.113
H: 1.687 -5.819 1.204  0.134
H: 1.708 -5.667 -0.530  0.131
H: 3.853 -5.223 1.128  0.156
H: 4.172 -5.576 -1.124  0.129
H: 4.899 -3.966 -0.822  0.134
H: 4.042 -2.487 -2.514  0.101
H: 4.082 -3.064 1.734  0.164
C: -1.795 5.082 -1.251  0.050
N: -2.474 3.790 -1.548  -0.441
O: -2.179 3.209 -2.570  0.072
O: -3.290 3.391 -0.736  0.033
H: -1.103 5.301 -2.052  0.077
H: -2.565 5.844 -1.170  0.103
H: -1.283 4.964 -0.301  0.106
C: -2.257 7.892 -4.563  0.049
N: -1.779 8.102 -3.168  -0.441
O: -2.421 8.835 -2.448  0.078
O: -0.766 7.514 -2.831  0.030
H: -3.156 8.474 -4.715  0.055
H: -1.461 8.215 -5.228  0.107
H: -2.437 6.826 -4.680  0.102
C: 1.277 -1.263 5.085  0.065
N: 2.593 -1.854 5.458  -0.416
O: 3.379 -2.129 4.558  0.039
O: 2.808 -2.034 6.632  0.087
H: 1.253 -1.180 4.016  0.038
H: 0.501 -1.935 5.442  0.088
H: 1.195 -0.289 5.559  0.116
C: -5.026 11.873 -6.785  0.058
N: -4.878 10.755 -5.814  -0.426
O: -3.897 10.039 -5.911  0.048
O: -5.750 10.626 -4.985  0.074
H: -4.176 11.857 -7.456  0.096
H: -5.960 11.714 -7.315  0.106
H: -5.067 12.794 -6.210  0.105
C: 1.322 -5.357 6.844  0.059
N: 0.121 -5.295 5.969  -0.436
O: -0.119 -4.253 5.376  0.029
O: -0.557 -6.292 5.895  0.084
H: 1.828 -4.399 6.817  0.077
H: 0.973 -5.588 7.846  0.111
H: 1.958 -6.153 6.463  0.059
C: -7.254 7.632 -3.833  0.043
N: -8.252 7.676 -4.937  -0.454
O: -9.390 7.989 -4.663  0.074
O: -7.845 7.394 -6.046  0.055
H: -7.747 7.907 -2.909  0.095
H: -6.866 6.618 -3.793  0.096
H: -6.468 8.337 -4.090  0.073
C: 4.833 -9.028 6.161  0.056
N: 4.123 -7.722 6.247  -0.441
O: 4.350 -7.006 7.196  0.084
O: 3.344 -7.456 5.348  0.038
H: 5.480 -9.118 7.025  0.098
H: 4.075 -9.805 6.144  0.105
H: 5.398 -9.028 5.234  0.102
C: 3.584 -6.175 -4.412  0.048
N: 2.852 -7.437 -4.118  -0.450
O: 3.157 -8.435 -4.729  0.089
O: 1.991 -7.370 -3.259  0.043
H: 4.328 -6.366 -5.177  0.100
H: 2.853 -5.444 -4.741  0.105
H: 4.043 -5.855 -3.484  0.071
C: -5.804 0.930 -0.255  0.046
N: -5.615 -0.177 0.725  -0.446
O: -4.629 -0.882 0.599  0.038
O: -6.454 -0.303 1.585  0.080
H: -4.974 0.917 -0.951  0.086
H: -6.750 0.759 -0.758  0.102
H: -5.832 1.859 0.307  0.100

Properties
LUMO energy: -2.1 eV
charge: +1


Density functional theory data (wB97M-V/def2-TZVPD) for a 5-piece molecular cluster, C21H52FNO7S overall.

Each line ends with the Löwdin charge.
Element x y z (Å)
C: -0.257 -0.629 5.296  -0.110
O: -1.011 0.435 4.760  -0.178
C: -2.049 0.014 3.894  -0.234
C: -1.600 0.025 2.443  -0.171
C: -2.703 -0.334 1.441  -0.182
C: -2.787 -1.801 1.012  -0.200
C: -3.634 -2.720 1.900  -0.177
C: -2.955 -3.501 3.058  -0.173
C: -1.458 -3.282 3.303  -0.190
C: -0.602 -4.555 3.157  -0.192
N: 0.754 -4.210 2.661  -0.115
S: 0.978 -3.980 1.065  0.565
O: 0.788 -2.603 0.756  -0.255
O: 2.144 -4.655 0.623  -0.239
F: -0.248 -4.733 0.459  -0.133
H: 0.502 -0.193 5.938  0.089
H: -0.886 -1.296 5.895  0.085
H: 0.224 -1.214 4.507  0.074
H: -2.442 -0.965 4.191  0.107
H: -2.860 0.733 4.015  0.126
H: -0.707 -0.587 2.305  0.097
H: -1.286 1.053 2.246  0.113
H: -3.672 0.008 1.811  0.112
H: -2.495 0.231 0.533  0.088
H: -3.264 -1.796 0.031  0.103
H: -1.783 -2.188 0.835  0.086
H: -4.109 -3.452 1.247  0.099
H: -4.457 -2.139 2.316  0.102
H: -3.485 -3.283 3.985  0.100
H: -3.125 -4.566 2.891  0.098
H: -1.319 -2.936 4.327  0.086
H: -1.008 -2.524 2.669  0.064
H: -0.447 -5.010 4.132  0.123
H: -1.101 -5.292 2.532  0.102
H: 1.477 -4.836 2.993  0.116
C: -3.472 0.891 -3.911  -0.058
C: -2.681 1.250 -2.661  -0.489
C: -1.523 2.180 -2.978  -0.054
O: -2.199 0.069 -2.021  -0.058
H: -2.826 0.376 -4.627  0.075
H: -4.297 0.221 -3.664  0.078
H: -3.878 1.782 -4.391  0.079
H: -3.345 1.723 -1.935  0.136
H: -0.827 1.698 -3.669  0.066
H: -0.973 2.428 -2.072  0.058
H: -1.870 3.109 -3.434  0.087
H: -1.605 -0.377 -2.635  0.092
C: 4.502 -0.320 3.175  -0.060
C: 4.325 -1.797 2.853  -0.492
C: 4.665 -2.102 1.402  -0.056
O: 2.992 -2.214 3.147  -0.075
H: 3.834 0.283 2.555  0.081
H: 4.255 -0.123 4.218  0.077
H: 5.527 0.005 2.991  0.079
H: 4.964 -2.389 3.509  0.136
H: 3.999 -1.550 0.733  0.085
H: 4.531 -3.163 1.191  0.072
H: 5.694 -1.825 1.170  0.080
H: 2.395 -1.720 2.573  0.063
C: 1.426 2.748 -6.111  -0.056
C: 1.194 1.271 -6.394  -0.498
C: 1.459 0.925 -7.850  -0.064
O: -0.135 0.898 -6.025  -0.070
H: 0.747 3.359 -6.713  0.082
H: 1.235 2.974 -5.062  0.072
H: 2.450 3.040 -6.349  0.080
H: 1.846 0.674 -5.755  0.138
H: 0.781 1.483 -8.502  0.080
H: 1.290 -0.138 -8.029  0.078
H: 2.484 1.167 -8.135  0.079
H: -0.746 1.407 -6.568  0.087
C: 2.458 4.949 0.006  -0.063
C: 1.289 5.035 -0.963  -0.500
C: -0.034 5.205 -0.233  -0.061
O: 1.248 3.881 -1.802  -0.065
H: 2.342 4.083 0.664  0.080
H: 3.396 4.830 -0.536  0.078
H: 2.525 5.843 0.628  0.079
H: 1.441 5.876 -1.640  0.136
H: -0.222 4.346 0.417  0.079
H: -0.858 5.268 -0.944  0.077
H: -0.035 6.106 0.383  0.079
H: 1.115 3.113 -1.237  0.079

Properties
LUMO energy: 0.6 eV
structure (SMILES): COCCCCCCCCNS(=O)(=O)F.CC(C)O.CC(C)O.CC(C)O.CC(C)O


no.,E_HOMO (eV)
1,-7.8
2,-12.3
3,-9.4